# 1
The following is a DFT calculation (wB97M-V/def2-TZVPD) of a molecular structure, C8H13F2N2O10S2.

Structure (XYZ):
```
37
Properties=species:S:1:pos:R:3:forces:R:3
N -0.9041 0.7696 -0.6314 0.08 -0.05 -0.10
C -0.3985 -0.4719 -0.0273 -0.15 -0.12 -0.18
C -1.2017 -0.9569 1.1886 0.14 0.10 -0.22
S -0.4307 -0.8187 2.8199 0.13 0.03 -0.10
O 0.0178 -2.1531 3.1187 0.15 -0.29 0.07
O -1.4291 -0.2464 3.7020 -0.20 0.03 0.13
N 0.8648 0.1159 2.7148 -0.22 0.18 -0.11
S 0.6660 1.6539 3.0353 0.10 -0.27 0.12
O 1.9742 2.2522 3.1870 0.22 0.16 -0.03
O -0.2681 2.3510 2.1835 -0.12 0.10 -0.29
H -1.8155 0.9949 -0.2558 0.04 0.06 0.11
H -0.2973 1.5375 -0.3799 -0.04 0.10 0.13
H -0.4396 -1.2562 -0.7866 0.04 -0.03 0.10
H 0.6540 -0.3485 0.2228 -0.05 0.01 0.07
H -2.1533 -0.4268 1.2514 0.03 -0.01 0.08
H -1.4029 -2.0236 1.0930 -0.05 0.04 0.12
H 0.1010 1.6601 4.2537 -0.06 0.03 0.14
C 3.4999 3.0710 0.7554 0.18 0.00 0.13
C 4.5761 3.0613 -0.3129 -0.14 -0.02 -0.02
O 4.3077 1.8742 -1.0203 -0.07 0.03 -0.19
C 2.9781 1.5612 -0.8455 0.30 0.06 0.24
O 2.4047 0.7361 -1.4700 0.01 0.03 -0.02
O 2.4583 2.3415 0.1157 -0.37 -0.17 -0.21
F 5.8351 3.0073 0.2020 0.00 -0.08 0.05
H 3.8116 2.5339 1.6512 0.03 0.05 -0.01
H 3.1455 4.0598 1.0272 -0.09 -0.02 -0.04
H 4.5364 3.9024 -1.0098 0.11 0.05 0.05
C -3.6538 -3.1542 -3.3621 -0.04 0.02 -0.01
C -3.6578 -2.1976 -2.1848 0.06 0.09 -0.03
O -2.6147 -2.6972 -1.3851 0.19 0.04 -0.01
C -1.7293 -3.3559 -2.1874 -0.12 -0.08 -0.03
O -0.6431 -3.6955 -1.8768 -0.06 -0.06 0.03
O -2.2917 -3.5657 -3.4109 0.06 -0.01 0.00
F -4.8241 -2.2466 -1.4925 -0.01 -0.09 0.03
H -4.2919 -4.0128 -3.1434 -0.05 0.03 0.01
H -3.9414 -2.6995 -4.3054 0.09 0.02 -0.02
H -3.4428 -1.1567 -2.4341 -0.10 0.03 0.03
```
Forces are in eV/Å.

Results
Highest occupied orbital energy in eV: -5.88
HOMO-LUMO gap in eV: 8.323
Net charge: -1

For each atom in turn, the Mulliken charge in e is: -0.667, 0.010, -0.820, 1.285, -0.738, -0.736, -0.509, 0.888, -0.675, -0.613, 0.269, 0.289, -0.004, 0.247, 0.415, 0.302, 0.082, -0.475, 0.342, -0.358, 0.607, -0.483, -0.191, -0.308, 0.293, 0.283, 0.259, -0.463, 0.303, -0.234, 0.652, -0.472, -0.349, -0.294, 0.276, 0.270, 0.316



# 2
The following is a DFT calculation (wB97M-V/def2-TZVPD) of a molecular structure, C32H23BrN5O2Ru.

Structure (XYZ):
```
64
Properties=species:S:1:pos:R:3:forces:R:3
Ru 0.4364 1.0963 1.6222 0.43 -0.43 0.18
C -2.8386 -0.4191 4.1116 0.01 0.04 -0.02
C -2.0644 0.4162 3.2948 -0.01 0.01 0.04
N -0.8742 0.0746 2.8443 -0.10 -0.08 -0.04
C -0.3572 -1.1509 3.1697 0.07 0.08 -0.10
C -1.0676 -2.0411 3.9863 -0.03 -0.07 0.05
C -2.3394 -1.6424 4.4559 0.03 -0.02 0.00
C -0.4905 -3.2943 4.3077 -0.04 0.01 0.02
C 0.7414 -3.6119 3.8211 0.02 0.03 -0.02
C 1.4560 -2.7186 2.9971 0.01 0.00 0.03
C 0.9370 -1.4899 2.6469 0.00 -0.04 -0.02
N 1.5060 -0.4932 1.8345 -0.32 0.54 -0.05
C 2.6942 -0.5114 1.0853 0.02 -0.02 0.00
C 3.6285 -1.5200 0.9711 0.02 0.00 -0.01
C 4.7789 -1.3707 0.1703 -0.03 -0.01 0.03
C 5.0152 -0.2217 -0.5222 0.01 0.05 -0.02
C 4.0897 0.8476 -0.4396 0.07 0.00 -0.05
C 4.2674 2.0677 -1.1298 0.02 -0.03 0.01
C 3.3394 3.0613 -1.0039 -0.04 0.02 0.02
C 2.2247 2.8389 -0.1835 0.05 0.04 0.02
N 2.0322 1.7130 0.4726 0.00 -0.02 -0.11
C 2.9458 0.7011 0.3571 -0.11 -0.03 0.07
H -3.8060 -0.0839 4.4556 0.00 0.01 -0.01
H -2.4236 1.3959 3.0051 -0.02 -0.01 -0.02
H -2.9051 -2.3144 5.0887 0.01 -0.01 0.00
H -1.0329 -3.9812 4.9435 -0.01 0.00 -0.01
H 1.1922 -4.5630 4.0678 0.02 0.01 -0.01
H 2.4267 -3.0358 2.6709 0.03 -0.01 0.02
H 3.5213 -2.4511 1.4917 -0.01 -0.04 -0.03
H 5.4831 -2.1892 0.1166 -0.01 -0.01 0.01
H 5.9028 -0.1097 -1.1306 0.00 0.01 0.00
H 5.1440 2.2025 -1.7507 0.00 -0.01 0.00
H 3.4472 4.0063 -1.5156 -0.01 0.01 0.01
H 1.4724 3.6067 -0.0509 -0.01 -0.01 -0.03
C -0.9432 4.0310 2.0665 -0.06 0.07 -0.03
O -0.8120 2.8458 1.2655 0.04 0.09 0.14
C -1.4550 2.7780 0.0405 0.10 -0.07 0.10
C -2.2105 3.7902 -0.4888 -0.04 0.03 -0.07
C -2.8192 3.5934 -1.7341 0.02 0.00 0.05
Br -3.8585 4.9724 -2.4750 -0.01 0.01 -0.01
C -2.6605 2.4064 -2.4007 0.02 -0.02 0.03
C -1.8834 1.3736 -1.8486 -0.04 -0.08 -0.15
C -1.2565 1.5426 -0.6078 0.00 0.05 0.04
O -0.5237 0.5934 -0.0439 -0.10 -0.04 -0.08
C -1.7312 0.1180 -2.5626 -0.01 0.10 0.03
N -1.0166 -0.9248 -2.1406 -0.03 -0.08 -0.04
C -1.0950 -1.9608 -3.0698 0.03 0.03 0.06
C -0.5403 -3.2334 -3.0924 0.00 -0.01 0.00
C -0.8341 -4.0112 -4.1943 -0.01 0.01 -0.01
C -1.6494 -3.5387 -5.2350 0.01 -0.01 0.01
C -2.1994 -2.2730 -5.2107 0.00 0.00 0.00
C -1.9012 -1.4949 -4.1005 -0.03 0.03 -0.02
N -2.2749 -0.1984 -3.7445 0.03 -0.05 -0.02
H -1.9915 4.2079 2.3062 0.00 -0.01 -0.01
H -0.5291 4.8911 1.5405 0.01 -0.01 0.00
H -0.3799 3.8483 2.9771 0.00 -0.01 -0.01
H -2.3487 4.7285 0.0288 0.00 0.00 0.01
H -3.1457 2.2844 -3.3589 -0.01 0.00 -0.01
H -0.5389 -0.8861 -1.2465 0.02 0.00 -0.01
H 0.0863 -3.5989 -2.2909 0.00 0.00 0.00
H -0.4275 -5.0106 -4.2596 0.00 0.00 0.00
H -1.8523 -4.1844 -6.0777 0.00 0.00 0.00
H -2.8270 -1.9128 -6.0139 0.00 0.01 0.00
H -2.8639 0.4086 -4.2898 -0.01 0.00 0.00
```
Forces are in eV/Å.

Results
Highest occupied orbital energy (alpha / beta) in eV: -13.12 / -13.13
HOMO-LUMO gap (alpha / beta) in eV: 7.196 / 5.758
Net charge: +2
Spin multiplicity: 2

For each atom in turn, the Mulliken charge in e is: 0.438, -0.991, -0.191, 0.151, 0.564, 1.087, -0.512, -0.806, -1.367, -0.514, 0.295, 0.146, 0.420, -0.459, -1.420, -0.791, 1.234, -0.566, -0.979, -0.264, 0.174, 0.429, 0.426, 0.443, 0.461, 0.443, 0.421, 0.413, 0.235, 0.426, 0.447, 0.465, 0.436, 0.476, -1.225, 0.576, 0.535, -0.271, -1.015, -0.158, -0.668, 0.525, 0.966, -1.117, 0.292, 0.368, 0.478, -0.777, -0.570, -0.513, -0.878, 0.451, -0.066, 0.329, 0.321, 0.375, 0.638, 0.499, -0.222, 0.480, 0.411, 0.410, 0.431, 0.225



# 3
The following is a DFT calculation (wB97M-V/def2-TZVPD) of a molecular structure, C29H48CrN3OSSbSi3.

Structure (XYZ):
```
87
Properties=species:S:1:pos:R:3:forces:R:3
Cr 1.2219 -0.1334 -0.9884 1.10 0.44 0.23
O 2.4456 -0.2844 0.5479 0.28 -0.14 0.68
N 3.7708 -0.3000 0.4295 0.81 0.12 -0.57
C 4.5287 -0.4973 1.5344 -0.20 0.01 -0.04
C 5.8938 -0.4844 1.4729 0.08 -0.05 -0.02
C 6.5270 -0.2720 0.2421 -0.55 0.07 -0.26
C 5.7456 -0.0556 -0.8699 0.72 -0.11 0.47
C 4.3505 -0.0648 -0.7929 -0.73 0.04 0.05
S 3.3618 0.2125 -2.1424 -0.16 -0.08 0.00
H 3.9693 -0.6605 2.4415 -0.06 0.02 0.01
H 6.4668 -0.6409 2.3713 -0.02 -0.05 0.12
H 7.6021 -0.2803 0.1665 0.12 0.04 0.00
H 6.1823 0.1328 -1.8382 0.00 -0.02 -0.05
C 1.3714 2.7688 -0.9987 0.27 -0.14 -0.47
C 1.1514 2.8123 -2.5105 0.00 -0.11 0.14
C -0.2645 2.4790 -2.8963 0.18 -0.05 -0.09
C -1.1745 3.5062 -3.0811 -0.02 -0.09 -0.05
C -2.4646 3.2395 -3.5001 -0.02 0.07 0.02
C -2.8075 1.9419 -3.8236 -0.01 0.13 -0.08
C -1.9106 0.8882 -3.6925 0.15 -0.07 0.07
C -2.3758 -0.4644 -4.1760 -0.08 -0.16 0.21
C -3.2987 -1.1804 -3.1925 0.13 -0.03 -0.19
C -0.6449 1.1436 -3.1243 -0.53 0.77 -0.32
N 0.2111 0.1163 -2.7134 0.09 -0.70 -1.12
C 0.5320 -0.8703 -3.5354 0.05 0.32 0.46
C 1.0756 -2.0205 -2.9622 0.06 -0.49 -0.04
C 1.4272 -3.2905 -3.4576 0.02 0.11 0.02
C 1.8011 -4.0404 -2.3563 0.04 -0.22 -0.32
C 1.6782 -3.2087 -1.2356 -0.13 0.46 0.14
N 1.2352 -2.0016 -1.5909 0.03 -0.77 -0.17
H 2.4116 2.9970 -0.7613 -0.04 -0.18 0.11
H 1.1264 1.7643 -0.5954 -0.09 0.77 0.37
H 0.7300 3.4938 -0.5017 -0.12 -0.12 0.16
H 1.8380 2.1128 -2.9978 -0.08 0.22 0.07
H 1.3899 3.8164 -2.8701 -0.01 -0.04 -0.01
H -0.8552 4.5244 -2.9092 0.02 0.11 0.05
H -3.1770 4.0428 -3.6116 -0.09 0.05 -0.04
H -3.7973 1.7388 -4.2125 -0.05 -0.07 -0.06
H -1.5364 -1.1253 -4.3747 -0.16 0.03 -0.14
H -2.9076 -0.3161 -5.1207 0.11 -0.02 0.01
H -2.7555 -1.4156 -2.2788 -0.04 -0.02 0.12
H -3.6443 -2.1104 -3.6383 -0.08 -0.14 0.05
H -4.1662 -0.5718 -2.9470 -0.06 0.03 0.07
H 0.4209 -0.7802 -4.6118 -0.20 0.00 0.01
H 1.3928 -3.6023 -4.4837 -0.02 -0.09 -0.20
H 2.1170 -5.0676 -2.3499 0.05 -0.13 0.00
H 1.9029 -3.4477 -0.2066 0.01 0.06 0.06
C -3.7772 0.5506 -0.2413 0.52 0.17 0.52
Si -2.6106 1.2208 1.1135 -0.58 0.54 -0.43
C -3.6455 1.4469 2.7083 0.62 -0.30 -0.40
C -2.0245 2.9597 0.5643 -0.03 -0.77 0.21
Sb -0.4884 -0.3210 0.9823 -0.86 0.15 1.75
Si -1.3401 -2.4768 2.2209 -0.39 -0.63 0.12
C -1.9845 -3.6159 0.8253 0.32 0.48 0.48
C -2.7590 -2.1068 3.4580 0.57 0.02 -0.58
C 0.0083 -3.3903 3.2389 -0.32 0.55 -0.56
Si 0.7895 0.7092 3.0614 0.18 0.58 0.53
C 1.8070 -0.5186 4.1445 -0.39 0.23 -0.68
C -0.4354 1.4954 4.3165 0.35 -0.38 -0.62
C 1.9154 2.1517 2.4824 -0.36 -0.64 0.02
H -4.7242 1.0805 -0.2717 -0.17 0.20 0.10
H -3.9916 -0.5049 -0.0986 -0.03 -0.20 0.01
H -3.3007 0.6721 -1.2087 0.11 0.01 -0.14
H -4.5609 1.9827 2.4746 -0.13 0.11 -0.26
H -3.1181 2.0199 3.4605 0.16 0.10 0.15
H -3.9268 0.4989 3.1487 -0.07 -0.24 0.11
H -2.8349 3.6814 0.5719 -0.28 0.06 0.07
H -1.6397 2.9160 -0.4509 0.10 -0.04 -0.14
H -1.2384 3.3340 1.2151 0.15 0.07 0.12
H -2.8092 -3.1398 0.3014 -0.12 0.13 -0.11
H -2.3366 -4.5751 1.1928 -0.05 -0.16 0.21
H -1.1951 -3.8057 0.1020 0.14 0.01 -0.13
H -3.6812 -1.8645 2.9426 -0.20 0.09 -0.16
H -2.5048 -1.2719 4.1018 0.07 0.20 0.15
H -2.9538 -2.9632 4.0957 0.06 -0.27 0.06
H 0.9572 -3.4102 2.7127 0.21 0.00 -0.09
H -0.2745 -4.4198 3.4394 -0.24 -0.16 -0.07
H 0.1627 -2.9031 4.1961 0.03 0.13 0.13
H 1.1845 -0.9381 4.9292 -0.18 -0.04 0.09
H 2.6366 -0.0127 4.6310 0.11 0.25 0.02
H 2.2078 -1.3458 3.5701 0.08 -0.19 -0.12
H -1.2318 0.8077 4.5780 -0.20 -0.17 0.06
H -0.8882 2.3967 3.9211 -0.12 0.22 -0.15
H 0.0791 1.7650 5.2326 0.25 0.03 0.19
H 2.6386 1.8201 1.7465 0.08 -0.09 -0.16
H 2.4669 2.5900 3.3079 0.00 0.03 0.33
H 1.3237 2.9405 2.0273 -0.17 0.13 -0.08
```
Forces are in eV/Å.

Results
Energy relative to the best compared isomer or geometry (same formula, charge and spin) in kJ/mol: 108.6
Highest occupied orbital energy (alpha / beta) in eV: -6.99 / -6.03
HOMO-LUMO gap (alpha / beta) in eV: 7.543 / 6.374
Spin multiplicity: 3

For each atom in turn, the Mulliken charge in e is: -1.070, 0.165, 0.128, -0.086, -0.836, -0.259, -1.008, 0.753, -0.548, 0.117, 0.462, 0.397, 0.468, 0.446, -1.273, 0.791, -0.344, -1.011, -0.278, 0.507, -0.844, -1.109, -0.833, 1.057, -0.599, -0.036, -1.121, -0.915, -0.797, 0.862, 0.539, -0.549, 0.478, 0.000, 0.691, 0.415, 0.406, 0.449, 0.220, 0.561, 0.106, 0.520, 0.314, 0.759, 0.545, 0.468, 0.586, -0.624, 0.629, -1.110, -0.607, -0.769, 0.714, -1.012, -1.209, -1.179, 0.777, -1.486, -1.230, -0.695, 0.526, 0.341, -0.290, 0.410, 0.309, 0.303, 0.543, -0.291, 0.279, 0.259, 0.408, 0.256, 0.324, 0.252, 0.457, 0.265, 0.469, 0.313, 0.434, 0.546, 0.332, 0.231, 0.288, 0.477, -0.102, 0.506, 0.262



# 4
The following is a DFT calculation (wB97M-V/def2-TZVPD) of a molecular structure, C29H24F2N4ReSb2Se4.

Structure (XYZ):
```
66
Properties=species:S:1:pos:R:3:forces:R:3
Re 0.1387 0.5792 -0.8247 -0.01 1.30 1.29
C -1.3386 1.2266 -4.2543 -0.70 1.06 1.59
C -1.0708 -0.1674 -3.7497 1.23 0.20 0.72
C -1.2755 -1.3041 -4.5263 -0.38 -0.29 -0.83
C -0.6840 -2.5287 -4.2209 0.08 1.55 1.64
C -0.0432 -2.6807 -2.9798 -0.25 -0.13 0.65
C -0.0232 -1.6165 -2.1372 -0.35 4.65 -0.35
N -0.4510 -0.3477 -2.5349 -0.05 -1.93 -1.55
Sb 0.2920 -2.0094 0.2140 -1.55 0.01 1.13
C -1.7357 -1.2336 0.3480 -1.34 0.84 -0.19
C -2.9198 -1.9008 0.6515 1.14 0.02 -0.89
C -4.0522 -1.1365 0.9030 0.84 -0.16 -0.37
C -3.9807 0.2419 1.0504 0.95 -0.14 0.57
C -2.7397 0.8919 0.8419 -0.28 -1.08 -1.93
C -2.5018 2.3248 1.2375 0.37 1.22 0.36
N -1.7503 0.1385 0.1816 -0.06 -0.44 1.88
C 0.5747 -3.2356 2.1029 0.87 0.22 0.80
C -0.3596 -3.5910 3.0560 -0.30 -0.11 -0.38
C -0.0300 -4.6776 3.9096 -0.62 2.61 -0.32
C 1.1957 -5.2329 3.7677 1.53 0.19 -1.37
C 2.1531 -4.6559 2.8668 0.31 0.26 0.17
C 3.6168 -5.0557 2.7449 -1.23 -0.01 1.50
N 1.8283 -3.6017 2.0801 -0.82 -1.29 0.17
H -1.8178 1.2063 -5.2130 -0.19 -0.19 -0.52
H -2.0593 1.7700 -3.5508 1.02 -0.68 -0.89
H -0.4300 1.8827 -4.3500 -0.63 -0.93 0.32
H -1.9158 -1.1684 -5.4079 0.64 -0.24 0.16
H -0.6466 -3.3779 -4.8292 -0.46 -0.93 -1.22
H 0.2768 -3.6171 -2.5797 0.41 -0.65 -0.32
H -2.9294 -2.9835 0.4839 -0.27 0.36 0.65
H -4.9299 -1.7116 0.9976 -1.31 -0.05 0.30
H -4.8548 0.7627 1.4303 0.28 0.21 -0.10
H -2.9700 3.1562 0.6426 0.19 -1.21 0.25
H -2.9141 2.5058 2.2537 0.25 -0.45 -0.46
H -1.4124 2.5712 1.2624 -0.87 -0.35 0.01
H -1.3021 -3.0922 3.1866 -0.26 0.12 -0.24
H -0.7004 -4.7738 4.7607 0.08 -0.90 -0.29
H 1.4314 -6.1158 4.2955 0.57 -0.69 0.67
H 3.7868 -6.0105 3.1876 -0.07 -1.02 0.07
H 3.9189 -5.0673 1.7257 0.40 0.26 -0.67
H 4.2180 -4.4231 3.3981 0.09 0.50 -0.45
F -2.7674 5.2195 -1.7746 1.04 -1.25 -0.20
C -1.5840 4.5306 -1.8018 -0.83 -0.29 0.80
C -1.4912 3.1653 -1.4255 -0.32 0.51 -0.03
C -0.2632 2.5610 -1.2340 1.10 0.30 -0.90
C 0.9093 3.3224 -1.5203 0.32 -0.07 -0.46
C 0.7583 4.6121 -2.0159 0.73 0.50 -1.15
F 1.7924 5.2803 -2.6268 -0.57 -0.74 1.12
C -0.4600 5.2510 -2.1262 -0.20 0.25 0.28
C 2.1850 2.6078 -1.5339 0.01 -1.40 -0.46
C 3.4521 3.1918 -1.5366 0.05 0.74 0.33
C 4.6155 2.4253 -1.5943 -1.18 0.17 -0.27
C 4.4391 1.0527 -1.8066 0.47 1.71 0.70
C 3.2144 0.5163 -1.6371 -2.15 -1.80 -0.31
N 2.0486 1.2120 -1.5490 0.97 1.50 0.75
H -2.3037 2.4872 -1.2445 -0.82 0.56 -0.21
H -0.5236 6.2985 -2.4193 0.03 -0.33 -0.08
H 3.5141 4.2893 -1.4569 -0.01 -0.76 0.01
H 5.5676 2.9272 -1.4526 0.03 -0.33 -0.38
H 5.2423 0.4171 -1.9958 1.28 -0.94 -0.04
H 3.1230 -0.5964 -1.5871 -0.08 1.04 -0.19
Se 0.8382 0.7621 7.6436 -0.67 0.32 -0.25
Sb -0.0601 2.3082 9.4696 -1.27 -0.49 -2.96
Se 0.8622 0.4760 1.4859 0.85 -1.14 -1.03
Se -0.8268 1.0796 5.8809 0.58 0.92 2.55
Se -1.8742 2.6625 7.4369 1.37 -0.68 0.80
```
Forces are in eV/Å.

Results
Highest occupied orbital energy (alpha / beta) in eV: -14.20 / -14.20
HOMO-LUMO gap (alpha / beta) in eV: 4.139 / 4.140
Net charge: +3

For each atom in turn, the Mulliken charge in e is: -0.008, -1.026, 0.834, -0.772, -0.528, -0.738, -0.070, 0.156, 0.594, 0.396, -0.790, -0.491, -0.876, 0.424, -1.216, 0.555, 0.182, -0.272, -0.580, -0.521, 0.447, -1.274, -0.302, 0.464, 0.177, 0.220, 0.425, 0.536, 0.535, 0.501, 0.540, 0.532, 0.324, 0.451, 0.231, 0.558, 0.413, 0.453, 0.416, 0.355, 0.302, -0.313, -0.069, -1.180, 1.269, -0.891, 0.758, -0.316, -0.744, 0.432, -0.674, -0.443, -0.870, 0.019, 0.283, 1.386, 0.512, 0.424, 0.469, 0.473, 0.274, -0.017, 0.708, -0.348, 0.378, -0.071



no.,E_tot (eV)
1,-59068.825
2,-117715.920
3,-106799.045
4,-318417.463